Entry from the Open Molecules 2025 dataset: a structure of composition C11H15AsMoN10O (wB97M-V/def2-TZVPD).

XYZ file:
```
39
Properties=species:S:1:pos:R:3:forces:R:3
Mo 0.3862 -0.3278 -0.0760 0.1 0.2 -0.2
N 3.5365 1.1424 0.5983 -0.1 0.0 0.0
C 3.5113 0.0551 -0.2486 0.0 0.1 0.1
N 4.5636 -0.3984 -0.8879 -0.1 -0.1 0.0
N 4.0895 -1.4572 -1.5959 0.2 0.1 0.0
N 2.8443 -1.6271 -1.4040 -0.2 0.0 0.0
N 2.4117 -0.6635 -0.5290 -0.1 0.0 0.1
C 2.5437 1.3961 1.5100 0.1 0.0 -0.1
N 2.6724 2.1939 2.5487 -0.1 -0.1 0.1
N 1.4725 2.1217 3.1703 0.1 0.1 0.1
N 0.6695 1.3502 2.5507 0.0 0.0 -0.2
N 1.3183 0.8554 1.4472 -0.2 -0.2 0.0
H 4.4442 1.5287 0.8012 0.0 0.0 0.0
N -0.2137 -0.1241 -1.6762 0.1 0.2 0.1
C -0.4399 0.5978 -2.8472 -0.1 -0.3 0.1
C -1.6670 0.4569 -3.4953 0.1 0.1 -0.1
C -1.9046 1.1627 -4.6628 0.0 0.0 0.0
C -0.9250 1.9970 -5.1862 0.0 0.0 0.0
C 0.2960 2.1253 -4.5390 0.0 0.0 0.0
C 0.5475 1.4275 -3.3678 0.0 0.1 -0.2
H -2.4166 -0.2007 -3.0773 0.0 0.0 0.0
H -2.8569 1.0569 -5.1658 0.0 0.0 0.0
H -1.1105 2.5447 -6.1006 0.0 0.0 0.0
H 1.0620 2.7703 -4.9488 0.0 0.0 0.0
H 1.5029 1.5156 -2.8668 0.0 0.0 0.0
C -1.3405 -0.3558 4.1040 -0.1 0.0 0.1
As -1.7343 -1.2352 2.4577 0.2 0.2 -0.1
C -0.7884 -2.8993 2.4170 0.0 -0.1 0.1
C -3.6114 -1.5724 2.3934 -0.1 0.0 0.0
O -1.3359 -0.3419 1.0911 0.2 -0.2 0.1
H -1.8565 -0.9027 4.8946 0.0 0.0 0.0
H -1.6907 0.6723 4.0522 0.0 0.0 0.0
H -0.2670 -0.3412 4.2658 0.0 0.0 0.0
H -1.1469 -3.5440 3.2197 0.0 0.0 0.0
H 0.2754 -2.7115 2.5599 0.0 0.0 0.0
H -0.9526 -3.3827 1.4555 0.0 0.0 0.0
H -3.8959 -2.2125 3.2274 0.0 0.0 0.0
H -3.8579 -2.0518 1.4485 0.0 0.0 0.0
H -4.1354 -0.6207 2.4618 0.0 0.0 0.0
```
Forces are in eV/Å.

Expectation value of S²: 2.038
Energy above the lowest of the compared OMol25 structures with the same formula, charge and spin, kcal per mole: 0.00
HOMO level (spin up / spin down), eV: -8.236 / -8.415
Gap between HOMO and LUMO (spin up / spin down), eV: 8.015 / 7.492
2S+1: 3

---

Entry from the Open Molecules 2025 dataset: the molecule C20H30N2O5 (wB97M-V/def2-TZVPD).

XYZ file:
```
57
Properties=species:S:1:pos:R:3:forces:R:3
C 3.1155 4.2318 -0.8994 0.0 0.3 0.0
O 2.9836 2.8348 -0.7999 -0.2 -0.5 -0.1
C 1.8193 2.2553 -1.2313 0.2 -0.2 0.1
C 0.7307 2.9625 -1.7285 0.1 0.1 0.1
C -0.4175 2.3086 -2.1380 -0.1 -0.2 0.0
C -0.5024 0.9251 -2.0748 0.2 0.3 0.0
C -1.7757 0.2517 -2.4693 0.1 -0.1 0.1
O -2.5360 0.7242 -3.2978 -0.2 0.2 -0.1
N -2.0232 -0.9065 -1.8191 0.0 -0.3 0.2
C -3.2625 -1.6210 -2.0153 -0.5 0.2 0.1
C -4.4225 -1.0412 -1.1838 0.1 -0.2 -0.4
O -4.2329 -1.2050 0.2007 0.2 -0.2 0.2
C -3.6255 -0.1171 0.8885 0.0 0.3 0.4
C -4.7032 0.8157 1.4494 0.2 -0.3 -0.3
C -2.7601 -0.6994 2.0018 -0.2 0.0 -0.5
C 0.5938 0.2119 -1.6104 0.1 0.2 0.0
C 1.7357 0.8526 -1.1587 -0.1 0.1 0.0
O 2.7369 0.0345 -0.7005 -0.1 0.1 -0.4
C 3.3891 0.3414 0.5251 0.5 0.2 0.6
C 4.0903 -0.9598 0.9448 -0.3 0.1 0.0
C 3.1582 -1.8157 1.8209 0.4 -0.1 -0.1
N 1.7784 -1.5855 1.4690 -0.1 0.1 0.2
C 1.0108 -2.3667 0.6831 0.2 -0.3 0.1
C 1.6102 -3.6689 0.2055 -0.2 0.0 -0.1
O -0.1298 -2.0438 0.3819 -0.4 -0.1 -0.2
C 1.3105 -0.2602 1.8300 -0.3 0.3 0.0
C 2.4202 0.7801 1.6298 0.0 -0.2 -0.3
H 4.1139 4.4578 -0.5276 -0.1 0.0 0.0
H 3.0309 4.5704 -1.9363 0.0 0.0 0.0
H 2.3745 4.7521 -0.2836 0.0 0.0 0.0
H 0.7704 4.0378 -1.7998 0.0 0.1 0.0
H -1.2608 2.8685 -2.5115 -0.1 0.0 -0.1
H -1.4372 -1.2056 -1.0516 0.1 0.1 0.0
H -3.5325 -1.5475 -3.0724 0.0 -0.1 0.1
H -3.1055 -2.6641 -1.7381 0.0 0.0 0.0
H -4.5578 0.0135 -1.4483 0.0 0.0 0.0
H -5.3369 -1.5871 -1.4377 0.0 0.1 -0.1
H -2.9884 0.4532 0.1978 -0.1 -0.1 0.0
H -5.3257 1.2010 0.6447 -0.1 0.1 -0.1
H -5.3360 0.2686 2.1435 -0.1 -0.1 0.1
H -4.2443 1.6536 1.9677 0.0 0.1 0.1
H -3.3752 -1.3123 2.6549 -0.1 -0.1 0.1
H -2.3080 0.1010 2.5821 0.1 0.1 0.1
H -1.9767 -1.3212 1.5769 0.1 0.0 0.0
H 0.5889 -0.8649 -1.5888 0.0 -0.1 0.1
H 4.1300 1.1345 0.3568 -0.2 -0.2 0.0
H 5.0066 -0.7370 1.4905 0.1 0.0 0.0
H 4.3529 -1.4941 0.0318 0.1 0.0 0.0
H 3.4103 -2.8703 1.7307 0.0 0.0 0.1
H 3.2754 -1.5316 2.8726 0.0 -0.1 0.0
H 2.5040 -3.4808 -0.3844 0.1 0.0 0.0
H 0.8737 -4.1724 -0.4155 0.0 0.0 0.0
H 1.8591 -4.3144 1.0450 0.1 -0.1 0.0
H 0.4492 -0.0390 1.1957 0.1 0.0 0.2
H 0.9760 -0.2602 2.8748 0.0 0.0 -0.1
H 3.0037 0.9084 2.5430 0.1 0.1 0.0
H 1.9738 1.7425 1.3832 0.0 0.0 0.1
```
Forces are in eV/Å.

Energy above the lowest of the compared OMol25 structures with the same formula, charge and spin, kcal per mole: 58.20
Structure (SMILES): COc1ccc(C(=O)NCCOC(C)C)cc1OC1CCN(C(C)=O)CC1
HOMO level, eV: -8.410
Gap between HOMO and LUMO, eV: 8.973

---

Entry from the Open Molecules 2025 dataset: a structure of composition C21H34F2Na2O23P at a distorted geometry (wB97M-V/def2-TZVPD).

XYZ file:
```
83
Properties=species:S:1:pos:R:3:forces:R:3
Na 2.2522 1.4397 -2.8967 -0.2 -0.2 0.3
Na -4.0065 -2.0159 -1.8735 0.5 0.6 -0.7
O 0.5179 0.2335 -2.2767 0.1 -0.1 0.5
P -0.4180 -0.5903 -1.4527 -1.0 -1.0 -0.5
O -1.7292 -1.0568 -1.9960 0.2 0.4 0.3
F -0.6901 0.1442 -0.0983 0.3 0.0 0.0
F 0.2882 -1.8848 -0.8982 0.2 0.8 -0.1
C -0.2759 -0.8170 -5.0756 0.8 0.1 -0.5
C -1.6716 -0.2370 -5.0382 0.3 0.2 -0.4
O -2.4689 -1.4001 -5.2895 0.5 0.2 -0.1
C -1.7214 -2.5010 -4.9912 -1.3 0.4 0.5
O -2.2005 -3.5847 -4.9488 0.3 -0.5 0.1
O -0.4726 -2.1644 -4.6534 0.4 -0.1 0.0
H 0.4650 -0.3162 -4.4560 -0.3 -0.2 0.3
H 0.1434 -0.8743 -6.0853 -0.3 0.2 -0.1
H -1.7681 0.4993 -5.8352 -0.4 -0.1 0.0
H -1.9414 0.1924 -4.0769 0.0 -0.1 0.0
C 1.9912 -3.9178 -2.9486 -1.2 -0.5 0.0
C 0.9563 -4.8054 -2.1847 0.5 0.3 -1.9
O 1.6806 -5.1847 -1.0419 -1.0 0.0 0.8
C 2.9796 -4.8405 -1.1394 0.5 -1.8 0.9
O 3.8124 -5.2064 -0.3650 -0.4 0.7 -0.2
O 3.2037 -4.2220 -2.2798 0.5 1.4 -1.0
H 1.6986 -2.8695 -2.9066 0.5 0.2 0.3
H 2.0726 -4.2069 -3.9924 0.1 0.0 0.0
H 0.7203 -5.6518 -2.8350 0.2 -0.4 0.4
H 0.0008 -4.3161 -2.0130 0.2 0.2 0.6
C -2.2846 -0.7009 2.7146 -0.5 -0.2 0.6
C -2.4117 -1.6236 3.9496 -0.3 -0.2 -0.2
O -1.9552 -0.8170 5.0433 -0.2 -0.8 -0.4
C -1.2873 0.2266 4.5286 0.5 0.6 0.8
O -0.4721 0.8730 5.0994 -0.3 0.0 -0.1
O -1.6979 0.4653 3.2720 0.4 0.2 -1.2
H -3.2580 -0.4323 2.3050 0.0 0.0 0.0
H -1.6803 -1.1180 1.9107 0.3 0.1 0.1
H -1.8050 -2.5259 3.9015 0.2 0.1 -0.1
H -3.4439 -1.9405 4.0812 0.0 0.2 0.4
C -0.6460 4.0237 1.6040 0.3 -0.5 0.4
C -1.5243 3.3174 0.5855 0.5 1.2 -1.6
O -2.8442 3.7510 0.9073 0.3 -0.1 0.6
C -2.7836 4.3748 2.1386 0.5 -0.7 -0.3
O -3.6654 4.9868 2.6154 -0.5 0.1 0.3
O -1.5551 4.1594 2.6872 -0.3 0.5 0.2
H -0.2724 5.0188 1.3462 -0.3 -0.1 -0.4
H 0.2227 3.4333 1.8909 -0.2 -0.1 0.3
H -1.3790 2.2449 0.5056 -0.4 -0.2 0.6
H -1.3182 3.7307 -0.4093 0.0 -0.2 0.0
C 5.3004 3.2811 4.2330 1.4 0.7 0.3
O 4.4645 3.0638 3.1145 -0.4 0.2 -0.3
C 3.5737 2.0776 3.2226 0.0 -0.3 0.1
O 3.3544 1.3882 4.1740 0.0 0.1 0.1
O 2.9775 1.9593 2.0261 0.1 0.3 -0.2
C 1.9456 1.0003 1.8925 0.0 -0.6 -0.8
H 6.0797 3.9886 3.9330 -0.1 -0.2 -0.5
H 5.8121 2.3580 4.4984 -0.3 0.0 0.4
H 4.8513 3.8235 5.0656 -0.6 -0.7 0.1
H 1.0031 1.3413 2.3083 0.0 0.0 0.2
H 2.2031 0.0012 2.2216 0.2 0.2 0.8
H 1.8685 0.8322 0.8177 -0.3 0.4 -0.2
C 2.5704 -2.5301 2.4420 -0.4 -1.0 1.3
O 3.5105 -1.7997 1.6981 -0.4 0.1 -1.2
C 4.6486 -1.4215 2.2476 1.0 -0.1 1.0
O 5.0022 -1.5864 3.3844 -0.4 -0.2 -0.1
O 5.3867 -0.8208 1.3136 -0.4 0.4 -0.3
C 6.7080 -0.4418 1.6939 0.6 -0.4 -0.2
H 2.9693 -3.4577 2.8609 0.4 0.2 -0.2
H 1.7519 -2.8482 1.7984 0.1 0.4 -0.3
H 2.1886 -1.9734 3.3026 0.0 0.2 -0.2
H 7.3657 -1.2931 1.5117 0.0 0.0 0.0
H 6.8222 -0.1653 2.7378 -0.4 0.1 0.0
H 7.0079 0.3614 1.0276 -0.1 0.1 0.1
C -3.6460 2.1118 -2.3824 1.5 -1.1 1.1
O -5.0528 1.9767 -2.3234 0.2 0.7 -0.3
C -5.5749 0.8793 -2.8743 -0.1 0.9 0.1
O -4.9695 -0.0760 -3.3020 0.6 -0.5 0.5
O -6.8696 0.9514 -2.9135 -1.5 -1.0 -0.6
C -7.6287 2.1094 -2.5432 1.5 1.1 1.3
H -3.2360 3.0190 -1.9429 -1.0 0.6 -0.3
H -3.2243 1.9467 -3.3679 -0.3 0.1 -0.2
H -3.2130 1.3638 -1.7043 0.0 -0.3 -0.4
H -7.3337 2.9696 -3.1427 -0.4 -0.2 -0.5
H -7.2840 2.4042 -1.5471 -0.4 -0.1 0.1
H -8.6904 1.9128 -2.5112 0.1 -0.4 -0.4
```
Forces are in eV/Å.

Net charge: +1
HOMO level, eV: -12.430
Gap between HOMO and LUMO, eV: 8.181

---

Entry from the Open Molecules 2025 dataset: a structure of composition C5H12NO at a distorted geometry (wB97M-V/def2-TZVPD).

XYZ file:
```
19
Properties=species:S:1:pos:R:3:forces:R:3
C -4.6067 -1.1683 -0.0507 0.6 0.0 0.1
C -1.0897 -0.3315 -0.3423 2.1 -1.4 1.7
C -0.6959 -1.5925 -0.0091 -0.2 1.3 -0.9
C 4.3879 0.7414 0.1567 -1.0 1.3 -0.6
C 3.5211 1.8004 0.3730 -0.3 1.6 0.5
O 2.1429 1.8156 -0.0251 3.3 -2.2 0.7
N -0.2704 0.6579 0.1920 -0.6 0.4 -1.3
H -5.3103 -0.4690 -0.5001 -0.2 -0.2 0.1
H -3.8970 -0.6136 0.5765 -0.2 -0.2 -0.2
H -5.0793 -1.9483 0.5514 -0.2 0.3 -0.1
H -4.0272 -1.6489 -0.8402 -0.1 0.1 0.0
H 0.0784 -1.6325 0.7550 -0.3 -0.2 0.3
H -0.8671 -2.4952 -0.5544 -0.6 -0.3 -0.2
H 4.1533 -0.2534 0.4836 -0.7 -0.4 -0.7
H 4.9417 0.9111 -0.7828 1.4 0.0 1.4
H 3.6890 2.8382 0.6027 1.2 0.4 -0.3
H -0.5380 1.6274 0.0862 -0.4 -0.1 0.2
H 2.7562 1.1752 -0.5871 -3.2 -0.4 -1.2
H 0.7109 0.5861 -0.0854 -0.7 -0.1 0.3
```
Forces are in eV/Å.

Expectation value of S²: 0.754
Energy above the lowest of the compared OMol25 structures with the same formula, charge and spin, kcal per mole: 138.31
HOMO level (spin up / spin down), eV: -8.069 / -8.653
Gap between HOMO and LUMO (spin up / spin down), eV: 7.514 / 8.096
2S+1: 2

---

Values for molecular weight, g/mol, ordered as above
474.17; 378.47; 769.43; 102.16